{
  "formula": "C47H54F30N2O14S",
  "method": "wB97M-V/def2-TZVPD",
  "species": ["C", "C", "C", "C", "C", "N", "S", "N", "C", "C", "C", "C", "C", "C", "C", "C", "C", "C", "C", "F", "F", "C", "F", "F", "C", "F", "F", "C", "F", "F", "F", "H", "H", "H", "H", "H", "H", "H", "H", "H", "H", "H", "H", "H", "H", "H", "H", "H", "H", "H", "C", "C", "O", "C", "O", "C", "F", "F", "F", "H", "H", "H", "H", "H", "C", "C", "O", "C", "O", "C", "F", "F", "F", "H", "H", "H", "H", "H", "C", "C", "O", "C", "O", "C", "F", "F", "F", "H", "H", "H", "H", "H", "C", "C", "O", "C", "O", "C", "F", "F", "F", "H", "H", "H", "H", "H", "C", "C", "O", "C", "O", "C", "F", "F", "F", "H", "H", "H", "H", "H", "C", "C", "O", "C", "O", "C", "F", "F", "F", "H", "H", "H", "H", "H", "C", "C", "O", "C", "O", "C", "F", "F", "F", "H", "H", "H", "H", "H"],
  "xyz": [[5.173, 7.006, -0.323], [5.884, 5.972, 0.137], [5.251, 4.601, 0.190], [5.669, 3.708, -0.716], [5.087, 2.415, -0.657], [5.359, 1.357, -1.419], [4.414, 0.144, -0.931], [3.594, 0.865, 0.288], [4.080, 2.097, 0.312], [3.647, 3.072, 1.280], [2.608, 2.666, 2.312], [1.261, 2.346, 1.588], [0.189, 3.473, 1.750], [-1.044, 3.013, 2.592], [-1.178, 3.967, 3.820], [4.246, 4.291, 1.205], [3.850, 5.350, 2.241], [4.893, 5.286, 3.382], [4.370, 5.795, 4.740], [3.884, 4.702, 5.408], [3.326, 6.636, 4.535], [5.490, 6.426, 5.604], [6.337, 5.430, 5.932], [6.215, 7.292, 4.850], [5.024, 7.235, 6.848], [4.227, 8.263, 6.530], [6.151, 7.785, 7.377], [4.376, 6.412, 8.000], [5.127, 5.394, 8.401], [3.129, 6.039, 7.723], [4.281, 7.255, 9.057], [5.624, 7.843, -0.854], [4.097, 6.971, -0.133], [6.905, 6.074, 0.508], [6.438, 3.932, -1.450], [2.989, 1.747, 2.779], [2.430, 3.429, 3.070], [1.403, 2.163, 0.519], [0.867, 1.418, 2.007], [0.638, 4.362, 2.216], [-0.184, 3.776, 0.764], [-1.964, 2.988, 1.992], [-0.914, 2.003, 3.012], [-2.064, 3.702, 4.407], [-0.257, 3.882, 4.413], [-1.223, 4.994, 3.433], [2.820, 5.230, 2.572], [3.910, 6.320, 1.737], [5.826, 5.759, 3.059], [5.129, 4.224, 3.536], [-1.592, -2.054, -2.221], [-2.813, -1.413, -1.599], [-2.706, -1.404, -0.162], [-1.963, -0.438, 0.360], [-1.384, 0.410, -0.253], [-1.981, -0.533, 1.890], [-1.799, -1.786, 2.323], [-3.155, -0.113, 2.389], [-1.024, 0.221, 2.435], [-1.437, -3.043, -1.810], [-1.708, -2.134, -3.301], [-0.693, -1.473, -2.013], [-3.699, -1.995, -1.836], [-2.978, -0.404, -1.979], [-2.063, -6.708, 3.206], [-0.766, -7.172, 2.579], [-0.610, -6.634, 1.253], [-0.164, -5.386, 1.179], [0.111, -4.685, 2.106], [-0.009, -4.975, -0.291], [-1.073, -5.327, -1.027], [1.062, -5.560, -0.848], [0.144, -3.656, -0.420], [-2.905, -6.950, 2.561], [-2.211, -7.183, 4.176], [-2.067, -5.627, 3.347], [-0.774, -8.255, 2.469], [0.094, -6.916, 3.198], [-4.060, 8.377, 1.098], [-3.874, 8.223, -0.396], [-2.965, 7.149, -0.696], [-3.479, 5.924, -0.664], [-4.614, 5.651, -0.409], [-2.406, 4.897, -1.046], [-1.246, 5.129, -0.416], [-2.156, 4.928, -2.364], [-2.779, 3.655, -0.746], [-3.095, 8.504, 1.591], [-4.686, 9.242, 1.318], [-4.529, 7.493, 1.529], [-3.426, 9.124, -0.810], [-4.825, 8.070, -0.907], [12.121, 8.642, 1.483], [11.821, 7.168, 1.656], [10.750, 6.753, 0.787], [11.086, 6.506, -0.475], [12.183, 6.601, -0.937], [9.855, 6.032, -1.257], [8.780, 6.795, -1.009], [9.529, 4.772, -0.928], [10.061, 6.054, -2.571], [11.218, 9.235, 1.630], [12.877, 8.964, 2.200], [12.486, 8.853, 0.478], [11.479, 6.975, 2.671], [12.706, 6.554, 1.489], [-4.812, -10.953, -1.565], [-6.044, -10.326, -0.951], [-5.959, -10.309, 0.488], [-5.236, -9.331, 1.015], [-4.658, -8.479, 0.406], [-5.275, -9.416, 2.546], [-5.083, -10.666, 2.988], [-6.461, -9.011, 3.024], [-4.336, -8.649, 3.102], [-4.643, -11.949, -1.152], [-4.919, -11.031, -2.640], [-3.920, -10.363, -1.350], [-6.924, -10.919, -1.196], [-6.216, -9.319, -1.333], [-4.194, -11.844, -8.705], [-3.746, -12.061, -7.275], [-4.711, -11.535, -6.344], [-5.764, -12.305, -6.098], [-5.974, -13.378, -6.579], [-6.669, -11.631, -5.060], [-6.869, -10.335, -5.327], [-6.124, -11.699, -3.826], [-7.869, -12.201, -4.993], [-4.406, -10.789, -8.882], [-3.423, -12.173, -9.401], [-5.110, -12.396, -8.917], [-2.820, -11.519, -7.090], [-3.553, -13.113, -7.069], [-7.210, 0.890, -4.600], [-7.036, -0.108, -5.725], [-6.020, -1.077, -5.405], [-6.396, -2.077, -4.616], [-7.488, -2.234, -4.159], [-5.223, -3.043, -4.404], [-4.082, -2.391, -4.127], [-5.001, -3.782, -5.501], [-5.449, -3.887, -3.401], [-6.256, 1.358, -4.355], [-7.923, 1.664, -4.883], [-7.571, 0.402, -3.695], [-6.696, 0.401, -6.625], [-7.973, -0.608, -5.969]],
  "forces_ev_per_angstrom": [[0.19, -0.22, 0.27], [-0.44, -0.19, 0.21], [-0.24, 1.37, 1.76], [0.33, -0.71, -0.46], [-0.46, -0.91, 0.09], [0.00, -0.18, -0.18], [-0.15, 0.23, 0.28], [0.95, -0.52, -1.12], [-0.50, 0.93, 1.01], [0.21, 0.09, 0.13], [-0.02, -0.57, -1.19], [-0.38, 0.45, 0.32], [-0.37, -0.99, -0.19], [0.59, 0.64, 1.15], [-0.06, -0.42, -1.09], [-0.59, 0.42, 0.26], [0.89, 0.22, -0.82], [-0.19, -0.47, 0.04], [0.24, -0.81, -1.48], [-0.07, 0.47, 0.34], [0.29, 0.26, 0.56], [-0.25, 0.34, -0.56], [-0.25, 0.13, 0.42], [-0.45, 0.09, 0.02], [1.00, -0.13, 0.62], [-0.19, -0.46, -0.28], [-0.10, -0.35, -0.05], [-0.44, 1.12, 1.22], [-0.27, -0.12, -0.56], [0.43, -0.37, -0.33], [0.09, -0.16, -0.34], [-0.09, 0.33, 0.93], [0.05, -0.08, -1.28], [0.19, -0.20, -1.07], [-0.16, -0.01, 0.10], [-0.15, 0.27, 0.09], [0.23, -0.25, 0.01], [0.22, -0.06, 0.27], [0.06, 0.16, -0.16], [-0.10, -0.16, -0.11], [0.41, -0.13, 0.39], [0.18, 0.12, 0.12], [0.09, 0.96, -0.39], [0.24, 0.32, 0.09], [-0.33, 0.01, 0.08], [-0.26, -0.08, 0.40], [0.25, -0.09, 0.06], [-0.11, -0.06, 0.47], [-0.25, 0.14, 0.19], [0.04, 0.29, 0.13], [0.16, 0.18, 0.06], [0.05, -0.12, -0.65], [-0.13, 0.07, 0.36], [-0.17, -0.11, -0.77], [0.11, 0.15, 0.36], [0.09, -0.23, 0.95], [0.03, 0.00, -0.26], [-0.04, 0.10, -0.28], [-0.15, -0.83, -0.44], [-0.18, -0.07, -0.13], [-0.06, 0.04, 0.02], [-0.05, 0.07, -0.05], [-0.03, -0.06, 0.36], [0.12, 0.08, 0.23], [-0.05, 0.40, -0.19], [-0.21, -0.29, 0.62], [0.17, 0.06, -0.35], [-0.13, -0.47, 0.67], [0.11, 0.27, -0.28], [0.04, 0.28, -0.85], [-0.06, -0.07, 0.23], [0.04, -0.09, 0.27], [0.16, -0.19, 0.45], [0.05, -0.09, 0.00], [0.03, -0.04, -0.03], [0.12, -0.02, 0.09], [0.02, 0.05, -0.30], [0.03, 0.20, -0.15], [0.09, -0.30, 0.15], [-0.31, 0.54, 0.23], [0.20, -0.23, -0.20], [-0.35, 0.68, 0.10], [0.10, -0.35, -0.06], [0.69, -0.77, -0.16], [-0.33, 0.38, -0.13], [-0.19, 0.26, 0.01], [-0.26, 0.19, 0.10], [-0.01, 0.12, -0.05], [0.02, 0.01, -0.05], [-0.09, 0.04, -0.06], [0.21, -0.18, -0.09], [0.05, -0.23, 0.02], [-0.13, 0.10, -0.31], [0.41, 0.29, 0.45], [-0.26, -0.22, -0.17], [0.45, 0.18, 0.63], [-0.15, -0.10, -0.32], [-0.77, -0.28, -0.62], [0.21, 0.13, 0.12], [0.20, 0.05, 0.22], [0.29, 0.12, 0.14], [0.02, -0.03, 0.13], [-0.02, -0.04, 0.02], [0.09, -0.06, 0.04], [-0.24, -0.10, -0.13], [-0.08, -0.02, -0.22], [0.55, 0.13, 0.43], [0.00, -0.16, -0.70], [-0.10, 0.08, 0.37], [-0.20, -0.15, -0.79], [0.13, 0.15, 0.37], [0.00, -0.15, 0.97], [0.05, -0.01, -0.26], [-0.03, 0.07, -0.29], [-0.09, -0.07, -0.26], [-0.12, -0.03, -0.06], [0.29, 0.21, 0.45], [-0.07, 0.08, 0.02], [-0.03, -0.03, 0.29], [0.12, 0.07, 0.20], [-0.35, 0.05, 0.01], [0.46, -0.12, -0.50], [-0.17, 0.10, 0.35], [0.68, -0.16, -0.44], [-0.33, 0.00, 0.21], [-0.85, 0.50, 0.51], [0.26, -0.06, -0.16], [-0.35, -0.43, -0.85], [0.22, -0.27, -0.18], [0.14, 0.01, 0.00], [0.03, 0.01, 0.05], [0.07, -0.09, 0.01], [-0.15, 0.14, 0.21], [-0.23, 0.00, 0.08], [0.14, -0.16, 0.29], [-0.38, 0.56, -0.12], [0.24, -0.30, -0.03], [-0.44, 0.61, -0.32], [0.14, -0.32, 0.16], [0.70, -0.68, 0.19], [-0.22, 0.15, -0.16], [-0.20, 0.20, -0.11], [-0.26, 0.21, 0.01], [-0.02, 0.07, -0.11], [0.02, -0.02, -0.04], [-0.10, -0.01, -0.06], [0.23, -0.18, 0.02], [0.08, -0.17, 0.15]],
  "lowdin_charge": [0.03, -0.13, -0.17, 0.02, -0.34, -0.24, 1.00, -0.20, -0.33, -0.12, -0.11, -0.16, -0.17, -0.24, -0.11, -0.11, -0.11, -0.04, -0.41, 0.11, 0.12, -0.35, 0.16, 0.14, -0.34, 0.18, 0.14, -0.53, 0.20, 0.19, 0.15, 0.06, 0.07, 0.10, 0.13, 0.12, 0.09, 0.10, 0.09, 0.09, 0.08, 0.10, 0.08, 0.07, 0.07, 0.06, 0.10, 0.09, 0.13, 0.14, -0.05, -0.19, 0.04, -0.39, 0.17, -0.53, 0.17, 0.17, 0.13, 0.05, 0.08, 0.08, 0.11, 0.13, -0.06, -0.19, 0.04, -0.40, 0.17, -0.53, 0.16, 0.17, 0.16, 0.06, 0.09, 0.08, 0.13, 0.13, -0.06, -0.20, 0.03, -0.39, 0.17, -0.53, 0.15, 0.17, 0.17, 0.08, 0.08, 0.08, 0.12, 0.13, -0.06, -0.20, 0.03, -0.40, 0.18, -0.54, 0.15, 0.16, 0.18, 0.08, 0.08, 0.08, 0.13, 0.13, -0.06, -0.19, 0.04, -0.40, 0.17, -0.53, 0.17, 0.17, 0.15, 0.09, 0.05, 0.08, 0.12, 0.13, -0.06, -0.19, 0.03, -0.40, 0.18, -0.52, 0.17, 0.12, 0.18, 0.08, 0.08, 0.08, 0.13, 0.13, -0.06, -0.20, 0.03, -0.40, 0.18, -0.53, 0.15, 0.17, 0.17, 0.08, 0.08, 0.08, 0.13, 0.13],
  "max_force_ev_per_a": 2.2,
  "lumo_ev": -0.1,
  "gap_ev": 8.43,
  "e_homo_ev": -8.56
}